Entry 1:
162
Properties=species:S:1:pos:R:3:mulliken_charge:R:1 method="wB97M-V/def2-TZVPD" de_lowest_kj_mol=0.0 fmax_ev_per_a=2.2 e_homo_ev=-10.2 homo_lumo_gap_ev=10.3819 lumo_ha=0.00617 energy_ha=-5923.6211
C 7.5679 18.1813 -24.5835 -1.101
C 8.7067 19.1798 -24.7704 -0.245
O 8.8242 19.9301 -23.5505 -0.195
C 9.8632 20.7367 -23.5002 0.132
O 10.7329 20.8446 -24.3126 -0.462
C 9.9502 21.5790 -22.2042 0.723
F 9.1354 21.1637 -21.2363 -0.265
F 11.1965 21.6057 -21.7459 -0.046
F 9.6235 22.8427 -22.5145 -0.180
H 6.7392 18.6923 -24.1007 0.299
H 7.9224 17.3594 -23.9602 0.160
H 7.3267 17.7580 -25.5565 0.419
H 8.4565 19.8331 -25.6099 0.455
H 9.6241 18.7017 -25.1126 0.243
C 16.4664 26.4071 -23.5634 -1.139
C 15.8143 25.5185 -24.5995 1.211
O 16.3215 25.7939 -25.9156 -0.005
C 15.7073 26.7339 -26.5875 0.295
O 14.8583 27.4986 -26.2158 -0.571
C 16.2123 26.8328 -28.0548 0.808
F 15.3833 26.0603 -28.7948 -0.247
F 16.1704 28.0790 -28.4905 -0.260
F 17.4432 26.3028 -28.2007 -0.248
H 16.4876 27.4452 -23.8931 0.492
H 17.4406 26.0324 -23.2503 0.277
H 15.9164 26.3848 -22.6212 -0.048
H 14.7264 25.6062 -24.5973 -0.584
H 15.9867 24.4716 -24.3603 0.036
C 20.9477 19.5612 -16.6447 -1.182
C 19.6225 19.1994 -17.3061 -0.148
O 19.4031 19.9386 -18.5171 -0.319
C 18.6901 21.0517 -18.4936 0.175
O 18.2732 21.5537 -17.4888 -0.544
C 18.3926 21.6094 -19.8848 1.120
F 18.5990 22.9219 -19.8502 -0.221
F 19.1296 21.0671 -20.8536 -0.268
F 17.1129 21.3889 -20.2208 -0.316
H 21.4218 18.7239 -16.1335 0.369
H 20.8310 20.2643 -15.8155 0.308
H 21.5947 20.0281 -17.3840 0.315
H 18.7417 19.2329 -16.6684 0.287
H 19.6892 18.1915 -17.7164 0.331
C 22.0098 22.5220 -27.9606 -1.384
C 20.7500 23.0823 -27.3194 0.098
O 20.0930 22.0276 -26.6311 -0.182
C 19.1190 22.4399 -25.8029 0.245
O 18.7324 23.5559 -25.6901 -0.484
C 18.5510 21.2403 -24.9872 0.906
F 19.1062 21.3800 -23.7736 -0.210
F 17.2405 21.3759 -24.9203 -0.122
F 18.9422 20.0830 -25.4955 -0.286
H 21.8058 21.8953 -28.8351 0.320
H 22.5449 21.8506 -27.2910 0.329
H 22.6039 23.3452 -28.3559 0.398
H 20.1299 23.5701 -28.0766 0.119
H 21.0543 23.9586 -26.7408 0.300
C 14.1131 17.4530 -26.7002 -1.516
C 14.0790 18.6859 -25.8196 0.683
O 14.2643 18.3275 -24.4469 -0.143
C 15.5004 18.2897 -23.9918 0.461
O 16.4796 18.5783 -24.6077 -0.570
C 15.6240 17.8167 -22.5119 0.929
F 16.5583 16.8662 -22.4008 -0.293
F 16.0345 18.8361 -21.7564 -0.153
F 14.4684 17.3404 -22.0746 -0.270
H 14.1525 17.7654 -27.7472 0.398
H 13.2972 16.7336 -26.6280 0.320
H 15.0257 16.8790 -26.5212 0.377
H 13.1090 19.1757 -25.8802 0.289
H 14.8623 19.3727 -26.1336 -0.276
C 10.3399 19.9464 -14.9117 -1.497
C 10.8979 20.4179 -16.2466 0.619
O 12.2763 20.0916 -16.3450 -0.359
C 13.0098 20.9177 -17.0936 0.372
O 12.5773 21.8439 -17.6980 -0.351
C 14.4853 20.4676 -17.1888 0.904
F 15.0741 20.4436 -15.9905 -0.308
F 14.5115 19.2460 -17.7072 -0.255
F 15.1508 21.3374 -17.9210 -0.139
H 10.7462 20.5884 -14.1256 0.375
H 10.4529 18.8833 -14.7044 0.339
H 9.2675 20.1284 -14.7975 0.418
H 10.6678 21.4793 -16.3050 0.172
H 10.4256 19.8340 -17.0401 -0.249
C 16.3184 24.2814 -16.4517 -1.517
C 15.0509 24.9179 -16.9980 2.274
C 13.7608 24.4833 -16.3331 0.397
O 13.5902 25.4344 -15.2896 -0.415
C 14.3375 26.5191 -15.5429 0.574
O 14.3853 27.5084 -14.8767 -0.586
O 15.0548 26.3364 -16.6657 -0.504
H 16.4337 24.4094 -15.3716 0.397
H 17.2001 24.7443 -16.8906 0.370
H 16.2880 23.2100 -16.6429 0.100
H 15.0295 24.8796 -18.0829 -1.042
H 13.8109 23.4714 -15.9301 -0.035
H 12.8929 24.4681 -16.9961 -0.008
C 14.3368 21.5746 -22.8202 -0.497
C 14.0119 22.7608 -21.9340 1.705
C 14.0134 22.4019 -20.4331 0.781
O 14.9752 23.2994 -19.9023 0.837
C 15.4810 24.1176 -20.8569 -0.803
O 16.2753 24.9671 -20.6077 -0.596
O 15.0478 23.7358 -22.0743 0.181
H 14.6046 21.8678 -23.8381 -0.151
H 13.4943 20.8850 -22.8767 0.208
H 15.1986 21.0508 -22.4023 -0.056
H 13.0250 23.1543 -22.1749 -0.501
H 14.2184 21.3540 -20.2477 -0.099
H 12.9916 22.7002 -20.2127 -0.856
C 17.4458 23.1988 -29.4777 -1.139
C 16.1777 22.4311 -29.2368 0.361
C 16.3544 21.1549 -28.3767 -0.583
O 15.6305 21.4121 -27.1959 -0.056
C 15.0082 22.5960 -27.2651 0.081
O 14.2682 22.9800 -26.4123 -0.047
O 15.3622 23.2467 -28.3795 -0.326
H 18.2292 22.7048 -30.0553 0.419
H 17.8562 23.6120 -28.5562 0.044
H 17.2234 24.0737 -30.0975 0.414
H 15.6813 22.0967 -30.1474 0.225
H 17.4321 21.0076 -28.2597 0.230
H 16.0277 20.2515 -28.8908 0.294
C 11.5684 24.7760 -24.5696 -1.119
C 11.7481 25.5784 -25.8641 1.004
C 11.9035 24.7669 -27.1408 0.484
O 10.9671 25.3285 -28.0422 -0.455
C 10.2282 26.2723 -27.4256 0.474
O 9.3230 26.8330 -27.9481 -0.552
O 10.5426 26.3128 -26.0920 -0.485
H 12.5385 24.2989 -24.3993 0.088
H 10.8326 23.9784 -24.6662 0.344
H 11.2933 25.4412 -23.7534 0.277
H 12.6451 26.1794 -25.6912 -0.094
H 11.7355 23.6936 -27.0570 0.148
H 12.9140 24.9671 -27.5003 -0.204
C 9.3620 16.6295 -21.5236 -1.727
C 9.7895 17.9162 -20.8327 0.975
C 10.0849 17.8242 -19.3305 -0.733
O 11.1774 18.7221 -19.1920 -0.220
C 11.8225 18.8175 -20.3686 -0.089
O 12.8983 19.2947 -20.5146 -0.174
O 11.0915 18.2490 -21.3358 -0.113
H 9.8892 15.7017 -21.2988 0.413
H 9.5301 16.7558 -22.5973 0.258
H 8.2948 16.4229 -21.4278 0.405
H 9.0216 18.6650 -21.0269 0.083
H 10.2735 16.8169 -18.9545 0.318
H 9.2818 18.2408 -18.7199 0.386
C 13.5378 27.4186 -20.4247 -1.544
C 12.3590 26.9074 -19.6455 0.590
C 11.0647 27.0842 -20.4706 -0.628
O 10.4508 25.7953 -20.4427 -0.388
C 11.2815 24.9200 -19.8567 0.274
O 11.0227 23.7775 -19.6393 -0.442
O 12.4365 25.4876 -19.4482 0.175
H 13.5554 28.5086 -20.3498 0.558
H 13.5559 27.1282 -21.4736 0.328
H 14.4617 27.0799 -19.9465 0.257
H 12.2235 27.4282 -18.6978 0.256
H 11.2813 27.3687 -21.4998 0.296
H 10.4089 27.8256 -20.0150 0.310

Entry 2:
127
Properties=species:S:1:pos:R:3:mulliken_charge:R:1 method="wB97M-V/def2-TZVPD" fmax_ev_per_a=8.6 e_homo_ev="-7.3 / -7.3" homo_lumo_gap_ev="5.5802 / 5.5801" lumo_ha="-0.06254 / -0.06252" spin_multiplicity=3 energy_ha=-5232.7029
C 3.7397 -4.5707 0.2740 -0.559
C 3.6856 -3.3202 -0.5419 -0.289
C 3.0557 -3.4157 -2.0679 0.339
C 3.9174 -3.6885 -3.4400 -0.451
C 3.0976 -3.7049 -4.8841 0.537
C 4.0569 -3.9366 -6.2332 -0.393
C 5.3034 -2.8442 -6.0522 -0.775
C 1.4799 -3.5026 -5.0569 -0.870
C 0.6121 -3.2280 -3.6756 0.281
C 1.4393 -3.1856 -2.2225 -0.007
C 0.4753 -2.8514 -0.8974 -0.258
O 0.5762 -3.4793 0.2784 -0.376
C -0.6856 -1.6812 -1.1815 0.791
C -1.0404 -0.4796 -0.1177 -0.603
Br -0.0114 -0.4440 1.6185 -0.091
C -2.1897 0.6060 -0.5640 0.708
C -2.5592 1.8592 0.4269 -0.991
C -2.1538 3.3252 -0.1883 -0.429
C -0.9564 3.3018 -1.3080 -0.342
C 0.5450 3.0040 -0.7111 0.417
N 1.6227 2.8844 -1.8082 0.267
C 2.0415 1.6299 -2.5951 -0.378
C 3.2514 1.8994 -3.7081 -0.312
C 3.5953 3.5154 -3.5641 -0.637
C 2.5474 3.9599 -2.3564 -0.200
C -3.0459 0.5366 -1.9975 0.383
F -4.0870 1.5963 -2.2514 -0.422
C -2.6909 -0.6672 -3.0620 0.563
C -3.5199 -0.7813 -4.5101 -0.979
O -4.5861 -1.8326 -4.4281 -0.362
C -5.8370 -1.2633 -3.8947 0.008
O -6.7936 -0.8500 -4.9716 -0.368
C -8.1810 -1.0019 -4.4941 -0.286
C -8.6392 0.3283 -3.6185 -0.407
O -8.2719 1.5460 -4.4008 -0.499
C -1.5104 -1.7217 -2.6359 0.329
C -1.0373 -2.9511 -3.6667 -0.044
O -1.9175 -3.6670 -4.3849 -0.530
H 3.2305 -5.5265 -0.1965 0.236
H 4.2344 -4.5379 1.3500 0.254
H 4.0571 -2.3323 -0.0250 0.285
H 5.1005 -3.8410 -3.3916 0.132
H 4.4222 -5.0426 -6.3485 0.305
H 3.4145 -3.5373 -7.1356 0.268
H 6.1890 -3.2561 -5.4076 0.207
H 5.6537 -2.3714 -7.0683 0.299
H 4.8238 -1.9458 -5.4301 0.195
H 0.8941 -3.5361 -6.0794 0.261
H -3.7051 1.7558 0.7200 0.356
H -1.9647 1.7450 1.4432 0.221
H -1.7970 4.0226 0.6991 0.334
H -3.1226 3.7440 -0.7354 0.235
H -0.9121 4.4026 -1.7681 0.319
H -1.1745 2.5958 -2.2383 0.097
H 0.8630 3.9481 -0.0750 -0.151
H 0.6277 2.0554 -0.0298 -0.213
H 1.6106 0.5459 -2.4803 0.348
H 3.7602 1.0991 -4.4261 0.246
H 4.3923 4.1452 -4.1533 0.283
H 2.6187 5.0830 -2.0346 0.279
H -3.9906 0.2491 -4.8315 0.328
H -2.7981 -1.1060 -5.3846 0.377
H -5.6044 -0.2584 -3.2956 0.087
H -6.2955 -2.0598 -3.1580 0.230
H -8.3629 -1.9846 -3.8558 0.286
H -8.8792 -1.0683 -5.4320 0.260
H -9.8316 0.3180 -3.5793 0.332
H -8.2199 0.3427 -2.5255 0.217
H -9.1278 1.9078 -4.7988 0.313
C 5.3945 7.7775 1.6383 -1.506
C 3.8574 7.5457 1.6080 1.566
C 3.1671 8.3017 2.7752 -1.234
C 3.3541 7.6382 4.1266 -0.508
C 2.8904 6.1812 4.0732 -1.185
C 3.5900 5.3741 2.9461 1.942
N 3.5566 6.0732 1.6092 0.252
O 2.2560 5.9147 1.0917 -0.498
C 5.0549 5.0846 3.3748 -2.003
C 2.9485 3.9476 2.8928 -1.922
C 3.4357 8.2665 0.2798 -1.831
H 5.6358 8.7765 2.0219 0.321
H 5.9537 7.0769 2.2470 0.326
H 5.8317 7.6984 0.6349 0.401
H 2.0883 8.3821 2.5780 0.360
H 3.5353 9.3359 2.8326 0.417
H 4.4007 7.7042 4.4411 0.279
H 2.7702 8.1739 4.8843 0.383
H 3.0788 5.7141 5.0490 0.367
H 1.8041 6.1682 3.9317 0.346
H 5.6448 4.6997 2.5344 0.428
H 5.0969 4.3265 4.1664 0.454
H 5.5628 5.9526 3.7967 0.407
H 1.8646 3.9750 2.7323 0.320
H 3.0997 3.4116 3.8382 0.436
H 3.4021 3.3426 2.0980 0.468
H 3.8538 7.7580 -0.5991 0.443
H 3.8056 9.2995 0.2651 0.395
H 2.3484 8.3243 0.1522 0.347
C -1.9380 -5.4272 6.1895 -1.505
C -2.8807 -5.9441 5.0664 1.509
C -2.2952 -7.2211 4.4054 -1.274
C -1.1390 -6.9444 3.4630 -0.567
C -1.5503 -5.9227 2.4011 -1.064
C -2.1014 -4.6094 3.0197 1.999
N -3.1533 -4.8480 4.0750 0.208
O -4.3452 -5.1828 3.4030 -0.497
C -0.9140 -3.7967 3.6057 -1.684
C -2.6150 -3.6965 1.8569 -1.530
C -4.1523 -6.3852 5.8727 -1.702
H -1.4212 -6.2583 6.6849 0.320
H -1.1646 -4.7425 5.8622 0.317
H -2.4956 -4.8823 6.9618 0.402
H -3.0827 -7.7403 3.8403 0.359
H -1.9646 -7.9334 5.1747 0.418
H -0.2661 -6.5954 4.0242 0.243
H -0.8357 -7.8748 2.9685 0.415
H -0.6832 -5.7080 1.7623 0.156
H -2.3034 -6.3821 1.7515 0.478
H -1.2706 -2.9678 4.2287 0.429
H -0.3007 -3.3559 2.8104 0.135
H -0.2183 -4.4034 4.1865 0.305
H -3.3795 -4.1835 1.2406 0.390
H -1.7989 -3.4332 1.1724 0.129
H -3.0294 -2.7589 2.2476 0.465
H -4.6490 -5.5223 6.3359 0.458
H -3.8790 -7.0760 6.6802 0.374
H -4.8903 -6.9083 5.2531 0.354

Entry 3:
147
Properties=species:S:1:pos:R:3:mulliken_charge:R:1 method="wB97M-V/def2-TZVPD" fmax_ev_per_a=3.8 e_homo_ev=-8.3 homo_lumo_gap_ev=8.8878 lumo_ha=0.02036 energy_ha=-4825.1533
C -3.3782 -4.0707 2.3642 -0.509
C -2.4321 -5.3134 2.1586 0.718
O -1.7418 -5.6715 3.0825 -0.552
O -2.4822 -5.9093 0.9151 -0.341
C -1.9206 -7.2371 0.9174 -0.869
C -0.4096 -7.1305 0.5347 0.708
C 0.5984 -7.9569 1.2001 -0.853
C 1.9933 -7.7777 0.8134 -0.641
C 2.3475 -6.8082 -0.2101 0.938
C 1.3420 -5.9710 -0.9112 0.070
C -0.0518 -6.1682 -0.5175 -0.828
N 1.7200 -4.9961 -1.9271 0.274
P 2.1457 -5.7775 -3.4600 0.886
O 1.3373 -5.2561 -4.5917 -0.746
O 1.8724 -7.4089 -3.2688 -0.488
O 3.7703 -5.6557 -3.7904 -0.481
C 2.7994 -4.1271 -1.4864 -1.081
C 2.7368 -2.6662 -1.5949 -0.828
C 3.8351 -1.8023 -1.1446 -0.427
C 5.0414 -2.3974 -0.5902 -0.010
O 6.1052 -1.5905 -0.1373 -0.489
C 5.8765 -1.4480 1.3127 -0.819
C 6.8739 -2.3309 2.1646 -0.133
N 6.2825 -2.8159 3.4490 -0.466
C 5.7539 -4.1974 3.3418 0.079
C 6.7611 -5.3219 3.8304 0.084
C 8.2534 -5.0692 3.4188 -1.149
O 6.3522 -6.5543 3.1686 -0.537
C 5.1598 -3.8462 -0.4542 -0.503
C 4.0491 -4.6684 -0.8910 1.400
S 4.0837 -6.4943 -0.7117 -0.203
H -4.3733 -4.3784 1.9299 0.240
H -3.5550 -3.8540 3.4457 0.041
H -2.9745 -3.1409 1.8871 0.293
H -2.1088 -7.8128 1.8572 0.381
H -2.4281 -7.8079 0.0877 0.335
H 0.2451 -8.6532 1.9908 0.321
H 2.7780 -8.3804 1.3335 0.366
H -0.8441 -5.5722 -1.0328 0.411
H 2.6726 -7.7142 -2.7834 0.360
H 4.0555 -4.7213 -3.7659 0.360
H 1.8343 -2.1423 -1.9978 0.812
H 3.7765 -0.6872 -1.2062 0.449
H 4.8142 -1.7516 1.5222 0.444
H 5.9935 -0.3445 1.5154 0.345
H 7.2128 -3.2229 1.5690 0.005
H 7.7896 -1.7291 2.4377 0.334
H 5.4535 -2.2291 3.5967 0.310
H 4.8675 -4.2513 4.0391 0.360
H 5.3671 -4.4781 2.3242 -0.160
H 6.6136 -5.5045 4.9281 0.303
H 8.5936 -4.0800 3.8236 0.297
H 8.2702 -4.9700 2.2940 0.242
H 8.9441 -5.9121 3.6731 0.319
H 6.7026 -6.4964 2.2601 0.341
H 6.0520 -4.3702 -0.0310 0.517
C -1.7648 2.0555 -3.9432 -1.054
C -0.9857 0.7618 -3.9413 0.718
C -0.8703 0.1148 -2.5857 -0.374
O 0.3651 -0.6004 -2.6979 -0.325
C 1.1211 0.0600 -3.6165 0.460
O 2.2775 -0.1537 -3.8129 -0.576
O 0.3866 0.9914 -4.2799 -0.261
H -1.8119 2.4671 -4.9550 0.199
H -2.7831 1.9042 -3.5808 0.424
H -1.2763 2.8050 -3.3236 -0.013
H -1.4060 0.0694 -4.6793 0.151
H -1.6948 -0.5685 -2.3805 0.461
H -0.7857 0.8280 -1.7557 0.134
C -3.6620 5.5702 1.4074 -1.571
C -2.6037 5.3442 0.3526 0.873
C -3.1491 5.2248 -1.0401 -0.459
O -2.1817 4.3936 -1.6780 -0.101
C -1.6146 3.6346 -0.7060 0.571
O -0.9005 2.6986 -0.9216 -0.620
O -1.9627 4.0720 0.5293 -0.409
H -3.2015 5.6498 2.3940 0.366
H -4.2253 6.4838 1.2109 0.376
H -4.3560 4.7273 1.4535 0.378
H -1.8373 6.1215 0.4164 0.085
H -3.2187 6.1881 -1.5422 0.229
H -4.1221 4.7260 -1.0887 0.275
C -4.2621 -4.9998 8.5736 -1.435
C -4.8725 -4.8403 7.2002 0.467
C -3.8613 -4.7588 6.0920 -0.539
O -4.5445 -3.9733 5.1116 -0.317
C -5.4337 -3.1926 5.7858 0.567
O -6.0329 -2.2836 5.3018 -0.560
O -5.5452 -3.5841 7.0827 -0.355
H -5.0463 -5.0550 9.3318 0.363
H -3.6556 -5.9053 8.6330 0.375
H -3.6411 -4.1384 8.8271 0.284
H -5.6033 -5.6355 7.0184 0.360
H -3.6044 -5.7394 5.6914 0.434
H -2.9436 -4.2384 6.3751 0.242
C -5.4739 0.8887 10.0224 -1.473
C -4.4306 0.6374 8.9581 0.497
C -4.9954 0.5082 7.5706 -0.505
O -4.0445 -0.3435 6.9348 -0.262
C -3.4747 -1.0969 7.9093 0.649
O -2.7748 -2.0434 7.7072 -0.553
O -3.8050 -0.6354 9.1443 -0.324
H -5.0012 0.9747 11.0027 0.363
H -6.0292 1.8065 9.8217 0.375
H -6.1764 0.0548 10.0860 0.348
H -3.6532 1.4069 9.0038 0.247
H -5.0601 1.4663 7.0555 0.334
H -5.9742 0.0211 7.5403 0.295
C 0.3882 6.6574 -6.3116 -1.588
C -0.1696 6.9965 -4.9473 0.904
C -0.9882 5.8948 -4.3374 -0.417
O -1.8946 6.6161 -3.4999 -0.111
C -2.0390 7.8512 -4.0461 0.498
O -2.8652 8.6433 -3.7100 -0.615
O -1.1201 8.0648 -5.0271 -0.426
H 0.9747 7.4956 -6.6981 0.440
H 1.0277 5.7753 -6.2669 0.352
H -0.4082 6.4801 -7.0277 0.336
H 0.6378 7.3135 -4.2788 0.136
H -0.3844 5.2060 -3.7468 0.407
H -1.5657 5.3250 -5.0659 0.156
C 1.8004 11.7715 -1.3743 -1.501
C 1.4838 10.3319 -1.7079 0.549
C 0.2679 10.1619 -2.5758 -0.603
O -0.1970 8.8671 -2.1959 -0.102
C 0.2207 8.6556 -0.9185 0.466
O -0.1524 7.7576 -0.2292 -0.520
O 1.1162 9.6024 -0.5328 -0.364
H 2.6917 11.8271 -0.7465 0.363
H 1.9741 12.3571 -2.2786 0.375
H 0.9881 12.2288 -0.8051 0.362
H 2.3606 9.8456 -2.1478 0.244
H 0.5067 10.1891 -3.6388 0.332
H -0.5220 10.8895 -2.3704 0.345
C -1.3452 0.9284 -10.0184 -1.499
C -0.5447 2.0305 -9.3637 0.539
C 0.2180 1.5878 -8.1459 -0.469
O 0.2897 2.7905 -7.3803 -0.220
C -0.7834 3.5461 -7.7297 0.578
O -1.1305 4.5270 -7.1439 -0.546
O -1.4061 3.0399 -8.8254 -0.366
H -1.8716 1.3123 -10.8942 0.372
H -0.7007 0.1056 -10.3321 0.372
H -2.1086 0.5428 -9.3390 0.354
H 0.1143 2.5044 -10.0981 0.256
H 1.2160 1.2242 -8.3876 0.353
H -0.3035 0.8292 -7.5554 0.214